One molecule with the formula C4H5F2NS. Source: the Open Molecules 2025 dataset; level of theory: ωB97M-V/def2-TZVPD.

```
13
Properties=species:S:1:pos:R:3:mulliken_charge:R:1
C 0.12 0.61 -1.52 0.0440
C 0.28 0.48 -0.05 0.2208
C -0.26 -1.01 1.40 -0.2718
C -0.93 0.23 0.69 -0.0361
H -0.52 -0.12 -1.97 0.2900
H 0.87 1.34 0.29 0.2783
H 1.73 -0.99 0.52 0.2058
H 0.00 -0.96 2.49 0.2484
H -0.83 -1.88 1.25 0.2507
N 0.78 -0.81 0.36 -0.4024
F 1.36 0.34 -2.17 -0.3137
F -0.27 1.80 -1.90 -0.2297
S -2.34 0.97 0.62 -0.2844
```

- energy above the lowest of the compared OMol25 structures with the same formula, charge and spin (eV) = 1.235
- orbital gap (eV) = 8.6

---

CH3FNaO2 as an isolated structure. Source: the Open Molecules 2025 dataset; level of theory: ωB97M-V/def2-TZVPD.

```
8
Properties=species:S:1:pos:R:3:mulliken_charge:R:1
O -0.80 0.60 -0.64 -0.9619
C -1.60 -0.12 0.21 -0.5927
Na 1.31 0.20 -0.83 1.0034
H -1.70 -1.20 -0.07 0.1747
H -1.25 -0.14 1.27 0.1824
H -2.65 0.26 0.27 0.1865
O 3.13 0.77 0.34 -0.6573
F 3.57 -0.36 -0.54 -0.3352
```

- energy above the lowest of the compared OMol25 structures with the same formula, charge and spin (eV) = 1.177
- orbital gap (eV) = 6.3
- net charge = -1

---

A 7-piece molecular cluster, C42H103BF4N5O7 overall. Source: the Open Molecules 2025 dataset; level of theory: ωB97M-V/def2-TZVPD.

```
162
Properties=species:S:1:pos:R:3:mulliken_charge:R:1
C 3.41 -0.17 -1.83 -1.4552
C 2.77 -1.57 -2.26 0.5157
N 2.47 -1.70 -3.79 0.7442
C 1.91 -3.15 -3.98 -0.7976
C 1.29 -0.70 -4.07 0.3207
C 0.74 -0.74 -5.47 -1.4050
C 3.71 -1.38 -4.67 -0.7341
C 5.00 -2.16 -4.17 -0.9066
O 4.80 -3.52 -3.74 -0.3081
C 5.84 -4.05 -2.98 -0.7984
H 4.35 0.17 -2.25 0.3996
H 3.72 -0.17 -0.78 0.4255
H 2.69 0.64 -1.98 0.1910
H 1.84 -1.76 -1.73 0.0758
H 3.41 -2.43 -2.05 -0.0016
H 2.55 -3.98 -3.67 0.2938
H 1.67 -3.25 -5.03 0.4211
H 1.00 -3.28 -3.40 0.2247
H 1.59 0.29 -3.74 0.3138
H 0.48 -0.89 -3.37 -0.4459
H -0.06 0.00 -5.45 0.4072
H 0.35 -1.68 -5.88 0.2963
H 1.52 -0.43 -6.17 0.4066
H 3.88 -0.30 -4.68 0.3715
H 3.54 -1.67 -5.71 0.5996
H 5.54 -1.64 -3.38 0.3262
H 5.79 -2.12 -4.91 0.5788
H 5.51 -4.82 -2.29 0.1900
H 6.18 -3.33 -2.23 0.4035
H 6.58 -4.50 -3.64 0.3250
C -5.91 4.89 2.34 -1.3932
C -4.45 4.40 2.31 -0.2556
N -4.32 2.84 2.44 0.2858
C -5.14 2.19 1.28 -1.0880
C -2.77 2.44 2.24 -1.0229
C -2.43 0.96 2.42 -0.5033
C -4.85 2.42 3.79 -0.9241
C -4.00 2.67 4.99 -0.8540
O -2.94 1.71 5.11 -0.1728
C -2.53 1.54 6.50 -0.8434
H -5.81 5.97 2.44 0.4074
H -6.57 4.62 3.17 0.3701
H -6.49 4.73 1.43 0.3816
H -3.87 4.83 3.13 0.4921
H -4.00 4.71 1.37 0.3085
H -4.76 2.52 0.32 0.2853
H -6.16 2.49 1.54 0.5627
H -5.01 1.11 1.38 0.3521
H -2.20 2.94 3.03 0.4185
H -2.41 2.89 1.32 0.7765
H -1.41 0.85 2.78 0.3044
H -2.47 0.68 1.36 -0.4040
H -3.10 0.38 3.06 0.4529
H -5.17 1.38 3.78 0.5123
H -5.84 2.88 3.85 0.6822
H -4.81 2.56 5.71 0.4824
H -3.68 3.71 5.08 0.4371
H -1.58 1.01 6.59 0.2698
H -3.29 0.95 7.01 0.3141
H -2.52 2.51 7.01 0.3411
C -1.19 6.75 -0.84 -1.2582
C -0.42 6.82 0.44 -0.3245
N 1.12 7.13 0.30 0.1718
C 1.24 8.50 -0.40 -1.0605
C 1.73 7.21 1.67 -0.4486
C 3.28 7.43 1.71 -1.0947
C 1.82 6.18 -0.70 -1.0274
C 2.05 4.71 -0.25 -0.5437
O 0.76 4.20 0.15 -0.0160
C 0.84 2.78 0.40 -0.7873
H -1.24 7.66 -1.45 0.3428
H -2.18 6.40 -0.56 0.3770
H -0.76 5.96 -1.45 0.3056
H -0.45 5.86 0.95 0.3490
H -0.99 7.47 1.11 0.4709
H 2.29 8.74 -0.56 0.4760
H 0.88 9.26 0.29 0.3376
H 0.72 8.43 -1.35 0.4636
H 1.47 6.25 2.11 0.3102
H 1.20 7.90 2.32 0.5393
H 3.57 8.35 1.21 0.3093
H 3.68 6.56 1.19 0.2544
H 3.64 7.53 2.74 0.4043
H 2.78 6.63 -0.96 0.5118
H 1.26 6.22 -1.63 0.5209
H 2.77 4.63 0.56 0.3359
H 2.55 4.20 -1.07 0.4436
H 1.46 2.29 1.15 0.4756
H 1.15 2.21 -0.48 0.2045
H -0.19 2.44 0.48 -0.1564
C 0.52 -5.46 1.19 -0.6181
C 1.86 -5.99 1.60 -0.4863
N 3.05 -4.94 1.77 0.3327
C 3.45 -4.33 0.40 -1.0443
C 2.64 -3.78 2.80 -0.2537
C 2.23 -4.25 4.24 -1.3294
C 4.30 -5.79 2.19 -0.8144
C 5.46 -5.05 2.89 -0.7859
O 6.20 -4.37 1.94 -0.2173
C 7.51 -4.05 2.42 -0.8345
H -0.06 -4.97 1.97 0.0687
H -0.16 -6.26 0.92 0.5154
H 0.51 -4.77 0.34 -0.0970
H 2.22 -6.66 0.82 0.4648
H 1.69 -6.51 2.55 0.4205
H 3.77 -5.14 -0.25 0.3721
H 4.22 -3.58 0.52 0.6060
H 2.59 -3.84 -0.06 0.0451
H 1.82 -3.27 2.31 0.1953
H 3.50 -3.11 2.76 0.5908
H 2.93 -4.97 4.67 0.2855
H 1.29 -4.79 4.17 0.1768
H 2.09 -3.44 4.95 0.4587
H 4.58 -6.36 1.31 0.5121
H 3.88 -6.48 2.93 0.6182
H 5.92 -5.91 3.38 0.4892
H 5.23 -4.44 3.76 0.4346
H 8.22 -4.87 2.44 0.3240
H 7.44 -3.46 3.33 0.3496
H 7.88 -3.36 1.67 0.2472
C -6.20 -0.64 -3.08 -1.0609
C -5.03 -1.63 -3.00 -0.4623
N -3.61 -1.01 -2.75 0.3818
C -3.59 -0.33 -1.37 -1.6641
C -2.50 -2.17 -2.61 0.2260
C -2.55 -3.07 -1.33 -1.4206
C -3.20 -0.05 -3.88 -0.5745
C -3.30 -0.51 -5.39 -0.8974
O -2.68 -1.79 -5.56 -0.2065
C -2.71 -2.27 -6.85 -0.8860
H -7.15 -1.09 -2.80 0.4169
H -6.28 -0.26 -4.10 0.2856
H -6.02 0.13 -2.32 0.1984
H -4.97 -2.17 -3.94 0.4848
H -5.26 -2.28 -2.16 0.4736
H -4.22 0.55 -1.49 0.6467
H -2.62 0.13 -1.15 0.2816
H -3.93 -1.01 -0.59 0.4795
H -1.48 -1.78 -2.67 -0.1308
H -2.78 -2.72 -3.50 0.4918
H -3.57 -3.41 -1.17 0.4387
H -2.42 -2.52 -0.40 0.1938
H -2.02 -4.02 -1.31 0.4133
H -2.21 0.39 -3.78 0.4025
H -3.83 0.82 -3.69 0.4666
H -2.77 0.15 -6.08 0.5361
H -4.36 -0.48 -5.62 0.4196
H -2.11 -1.64 -7.50 0.3376
H -3.68 -2.37 -7.34 0.3590
H -2.33 -3.27 -7.03 0.2905
B 0.52 -1.10 0.57 0.6901
F 1.73 -0.51 0.92 -0.3518
F -0.17 -1.20 1.77 -0.2812
F -0.09 -0.27 -0.40 -0.1931
F 0.73 -2.38 0.10 -0.6735
C -1.44 -3.25 4.98 -0.5541
C -0.97 -2.99 6.39 0.6774
O 0.16 -2.47 6.59 -0.5474
O -1.76 -3.33 7.34 -0.2396
H -2.51 -3.37 4.81 0.4539
H -1.03 -4.22 4.70 0.2452
H -1.10 -2.56 4.21 -0.0143
```

- 2S+1 = 2
- orbital gap (alpha / beta) (eV) = 9.3 / 7.5
- net charge = +4

---

A 2-piece molecular cluster, C6H14O overall. Source: the Open Molecules 2025 dataset; level of theory: ωB97M-V/def2-TZVPD.

```
21
Properties=species:S:1:pos:R:3:mulliken_charge:R:1
C -0.05 0.10 -1.06 -0.7674
C -0.13 1.65 -1.03 -0.6078
C 1.12 2.04 -0.24 -0.6276
C 1.10 1.04 0.91 -0.5792
C 0.83 -0.29 0.20 -0.6451
O -1.81 -1.32 1.07 -0.5484
C -1.45 -2.62 0.65 -0.6077
H -1.05 -0.34 -1.16 0.4481
H -1.37 -0.69 0.48 0.3146
H 0.48 -0.22 -1.96 0.3658
H -0.16 2.09 -2.03 0.3322
H -1.03 1.98 -0.50 0.2563
H 2.01 1.85 -0.85 0.2457
H 1.13 3.09 0.08 0.3694
H 0.27 1.27 1.60 0.2375
H 2.01 1.03 1.51 0.3389
H 1.77 -0.70 -0.18 0.3180
H 0.44 -1.02 0.90 0.3500
H -0.90 -2.64 -0.31 0.2728
H -2.38 -3.20 0.52 0.2775
H -0.83 -3.12 1.40 0.2566
```

- energy above the lowest of the compared OMol25 structures with the same formula, charge and spin (eV) = 0.989
- orbital gap (eV) = 11.2

---

C15H43B2NO3Rb3 as an isolated structure. Source: the Open Molecules 2025 dataset; level of theory: ωB97M-V/def2-TZVPD.

```
67
Properties=species:S:1:pos:R:3:mulliken_charge:R:1
Rb 4.34 1.12 2.08 0.7587
Rb 0.13 -0.63 2.43 0.6347
Rb 0.18 3.77 4.18 0.7836
B 1.29 1.94 1.20 2.5938
H 1.85 2.67 0.43 -0.4044
H 0.20 1.63 0.84 -0.5554
H 1.92 0.96 1.31 -0.8174
H 1.15 2.49 2.25 -0.6616
B 3.46 2.76 4.68 0.6875
H 2.35 2.46 4.37 -0.6304
H 3.73 3.84 4.17 -0.1894
H 3.42 2.81 5.89 -0.1980
H 4.37 2.04 4.37 -0.5135
C -1.00 -3.25 -2.24 -1.9349
C -1.55 -2.37 -1.12 1.9690
C -3.09 -2.39 -1.24 -1.1596
C -3.69 -3.65 -0.60 -0.7028
C -3.24 -3.78 0.83 -1.1567
C -1.73 -3.96 0.97 1.3628
N -1.14 -2.85 0.21 0.5120
O 0.29 -2.90 0.31 -0.3858
C -1.40 -3.79 2.45 -1.8059
C -1.31 -5.37 0.55 -1.7464
C -1.04 -0.93 -1.30 -1.7793
H -1.30 -4.30 -2.19 0.3484
H 0.09 -3.19 -2.34 0.4009
H -1.38 -2.90 -3.21 0.5201
H -3.60 -1.52 -0.82 0.4073
H -3.33 -2.49 -2.30 0.3556
H -3.58 -4.54 -1.22 0.3361
H -4.78 -3.52 -0.56 0.4016
H -3.78 -4.62 1.30 0.4912
H -3.55 -2.91 1.42 0.3564
H -0.34 -3.84 2.69 0.2886
H -1.73 -2.77 2.69 0.2346
H -1.97 -4.43 3.12 0.3877
H -0.27 -5.58 0.83 0.5332
H -1.91 -6.11 1.09 0.4230
H -1.48 -5.58 -0.51 0.3162
H -1.84 -0.19 -1.20 0.2880
H -0.63 -0.77 -2.30 0.3286
H -0.25 -0.67 -0.60 0.0810
H 0.49 -3.81 0.04 0.3418
C -0.19 5.16 -0.30 -0.9315
C -1.48 4.37 -0.20 0.4366
C -1.64 3.33 -1.29 -1.0254
O -1.54 3.70 1.09 -0.5500
H 0.61 4.57 -0.76 -0.0132
H 0.18 5.54 0.65 0.2674
H -0.26 6.04 -0.95 0.4182
H -2.33 5.05 -0.20 0.3466
H -1.63 3.84 -2.26 0.4081
H -2.62 2.86 -1.18 0.3000
H -0.86 2.57 -1.26 0.0497
H -0.76 3.13 1.08 0.0054
C 3.31 0.47 -1.86 -0.8902
C 3.71 1.86 -2.28 0.4342
C 2.70 2.58 -3.15 -1.1180
O 3.97 2.68 -1.12 -0.5460
H 2.55 0.49 -1.07 0.0542
H 4.17 -0.15 -1.60 0.2939
H 2.82 -0.06 -2.68 0.3337
H 4.66 1.89 -2.82 0.3155
H 1.68 2.41 -2.76 0.1093
H 2.67 2.25 -4.19 0.3995
H 2.85 3.65 -3.10 0.3524
H 3.12 2.87 -0.72 0.0487
```

- energy above the lowest of the compared OMol25 structures with the same formula, charge and spin (eV) = 0.505
- orbital gap (eV) = 8.2
- net charge = +1

---

One molecule with the formula C6H6S2. Source: the Open Molecules 2025 dataset; level of theory: ωB97M-V/def2-TZVPD.

```
14
Properties=species:S:1:pos:R:3:mulliken_charge:R:1
C 0.41 -1.44 0.56 -0.1819
C 1.07 -1.32 -0.73 -0.1283
C -0.51 -0.65 1.11 -0.3460
C 1.18 -0.25 -1.46 -0.5932
C -1.20 0.54 0.49 -0.3713
C -0.27 1.50 -0.16 0.0649
S 0.61 2.84 0.52 -0.1893
S -0.64 2.89 -1.15 -0.1981
H 0.74 -2.30 1.14 0.3359
H 1.53 -2.26 -1.06 0.3002
H -0.87 -0.90 2.10 0.3287
H 1.62 0.13 -2.34 0.3728
H -1.88 0.17 -0.28 0.2605
H -1.80 1.05 1.25 0.3451
```

- energy above the lowest of the compared OMol25 structures with the same formula, charge and spin (eV) = 4.079
- orbital gap (alpha / beta) (eV) = 7.5 / 7.5

---

One molecule with the formula C4H11NOS. Source: the Open Molecules 2025 dataset; level of theory: ωB97M-V/def2-TZVPD.

```
18
Properties=species:S:1:pos:R:3:mulliken_charge:R:1
C 0.28 0.63 0.75 -0.8534
N 0.74 -0.27 -0.29 -0.1694
C 1.94 -1.05 -0.09 -0.2829
O 2.93 -0.90 -1.08 -0.5169
C -1.15 1.17 0.70 -0.4256
C -2.14 0.10 0.16 -0.7658
S -2.29 -0.20 -1.65 -0.2247
H 0.39 0.05 1.71 0.4108
H 0.95 1.48 0.92 0.3385
H 0.61 0.16 -1.19 0.2710
H 1.66 -2.13 -0.11 0.2550
H 2.39 -0.80 0.88 0.2429
H 2.59 -0.33 -1.78 0.2852
H -1.23 2.09 0.13 0.2916
H -1.57 1.36 1.70 0.2884
H -3.17 0.30 0.41 0.3876
H -1.80 -0.81 0.63 0.3532
H -1.12 -0.87 -1.80 0.1145
```

- energy above the lowest of the compared OMol25 structures with the same formula, charge and spin (eV) = 1.705
- orbital gap (eV) = 9.6

---

C11H28O11S5Sr2 as an isolated structure. Source: the Open Molecules 2025 dataset; level of theory: ωB97M-V/def2-TZVPD.

```
57
Properties=species:S:1:pos:R:3:mulliken_charge:R:1
Sr 30.45 0.99 -6.57 1.8593
Sr 31.09 9.49 -1.87 1.8541
S 31.28 5.22 -4.30 1.1992
O 32.32 6.22 -4.01 -0.7307
O 31.07 4.96 -5.69 -0.7141
O 31.52 3.86 -3.75 -0.7336
O 30.13 5.87 -3.74 -0.7397
C 25.64 0.68 -1.33 -0.8970
S 26.98 -0.57 -1.58 0.4757
O 27.54 -0.36 -2.99 -0.6216
C 28.04 0.22 -0.32 -0.9737
H 24.78 0.25 -1.84 0.3108
H 25.85 1.66 -1.78 0.3184
H 25.54 0.85 -0.26 0.3466
H 28.09 1.30 -0.43 0.3341
H 29.07 0.04 -0.60 0.3400
H 27.84 -0.03 0.72 0.3693
C 31.54 4.89 4.04 -0.8784
S 31.72 5.03 2.24 0.4986
O 31.91 6.57 2.02 -0.6784
C 33.42 4.37 2.07 -0.8359
H 30.61 5.36 4.37 0.3205
H 32.29 5.54 4.50 0.3086
H 31.63 3.83 4.29 0.3358
H 33.73 4.15 1.05 0.3209
H 33.42 3.40 2.58 0.3111
H 34.13 5.06 2.53 0.3000
C 33.76 -2.57 -1.26 -0.8501
S 34.17 -2.72 -3.08 0.4706
O 33.09 -1.94 -3.82 -0.6226
C 35.49 -1.43 -3.11 -0.8773
H 34.47 -3.12 -0.64 0.3545
H 32.76 -2.99 -1.21 0.3088
H 33.80 -1.51 -0.98 0.2779
H 35.91 -1.27 -4.11 0.3137
H 36.30 -1.64 -2.41 0.3433
H 34.96 -0.54 -2.79 0.2814
C 34.10 13.50 -7.51 -0.9814
S 34.94 12.33 -6.26 0.4693
O 33.81 12.06 -5.25 -0.6305
C 35.11 10.99 -7.51 -0.8357
H 34.76 13.63 -8.37 0.3638
H 33.97 14.39 -6.90 0.3147
H 33.04 13.40 -7.74 0.3554
H 35.73 11.36 -8.33 0.3442
H 34.08 10.94 -7.85 0.2704
H 35.43 10.05 -7.05 0.3311
C 29.87 8.44 -12.03 -0.3212
C 30.96 7.51 -11.49 -0.2666
O 32.08 8.13 -12.14 -0.3183
C 31.88 9.41 -12.31 0.7125
O 32.72 10.23 -12.71 -0.5744
O 30.62 9.70 -12.02 -0.3254
H 29.07 8.50 -11.29 0.2891
H 29.50 8.22 -13.03 0.2737
H 30.83 6.49 -11.87 0.2762
H 30.84 7.37 -10.42 0.2533
```

- orbital gap (eV) = 2.9
- net charge = +2